16
Properties=species:S:1:pos:R:3:forces:R:3 method="wB97M-V/def2-TZVPD" e_above_lowest_ev=1.382 charge=0 s_squared=0.7545 orbital_gap_ev="9.258 / 9.131" multiplicity=2
C 0.054570 0.758574 -1.235861 -0.98 1.43 -1.31
C 1.184780 0.034698 -0.530483 -1.49 0.48 1.62
C 1.146730 -0.172903 1.003503 -0.18 -0.29 1.11
C -0.232550 -0.426228 1.712071 0.18 -0.83 -1.38
O -1.073430 -1.233722 0.880947 1.02 0.34 -0.69
N -1.301579 0.139395 -1.507970 -1.52 1.41 1.46
H -0.312993 1.545725 -0.511645 1.09 -0.14 -0.99
H 0.297970 1.132038 -2.299903 0.66 0.10 2.04
H -0.848385 -0.946690 -0.065093 -1.27 -0.63 1.66
H 2.027997 -0.410982 -1.026673 -0.02 0.07 -0.39
H 1.716510 -1.109900 1.154569 -0.08 0.45 0.07
H 1.548909 0.555134 1.803186 0.33 -0.31 -1.92
H 0.036371 -0.985692 2.636839 -0.54 0.47 -0.44
H -2.069647 0.898407 -1.575397 1.94 -1.46 0.68
H -0.780361 0.498251 1.947582 0.37 -0.02 0.15
H -1.394890 -0.276105 -2.385670 0.48 -1.09 -1.66